Density functional theory data (the ωB97M-V functional and the def2-TZVPD basis) for C43H55Br36NO9S as an isolated structure at a distorted geometry.

Element x y z (Å)
C -4.265 -2.614 0.366
C -3.207 -3.648 1.132
C -1.702 -2.989 0.908
C -0.742 -3.059 2.242
C 0.509 -1.989 1.967
C -0.083 -0.474 2.279
C 0.667 0.696 1.348
C -0.358 1.970 1.314
C 0.177 3.245 0.379
C 1.737 3.641 0.695
O 1.755 5.024 1.280
C 1.587 4.987 2.736
O 0.962 4.058 3.460
C 2.200 6.298 3.574
C 1.902 7.771 2.839
C 2.443 9.185 3.466
C 3.278 9.113 4.880
C 3.565 7.642 5.623
C 3.014 6.196 4.993
C 2.722 3.715 -0.613
O 4.069 4.118 -0.088
C 5.075 4.106 -1.159
C 6.119 2.840 -1.122
O 5.770 1.987 -2.302
C 6.970 1.348 -2.863
C 6.419 0.000 -3.686
O 2.931 2.447 -1.321
N 3.250 1.437 -0.489
O 3.203 0.409 -1.167
O 2.263 4.839 -1.439
S 0.860 4.291 -2.234
O 1.305 3.725 -3.602
O 0.012 5.581 -2.558
C -0.207 3.110 -1.209
C -0.264 1.589 -1.804
C -0.971 1.488 -3.318
C -2.404 2.196 -3.688
C -3.093 2.102 -5.200
C -2.354 1.289 -6.417
C -0.908 0.584 -6.092
C -0.227 0.660 -4.566
C 1.214 -0.136 -4.406
H -3.831 -2.279 -0.671
H -5.305 -3.117 0.163
H -4.410 -1.651 1.051
H -3.313 -4.698 0.579
H -3.490 -3.768 2.265
H -1.855 -1.885 0.516
H -1.164 -3.583 0.026
H -1.349 -2.756 3.210
H -0.321 -4.157 2.425
H 0.936 -2.115 0.879
H 1.360 -2.266 2.743
H -1.256 -0.458 2.064
H 0.152 -0.186 3.404
H 0.872 0.183 0.317
H 1.695 0.900 1.882
H -0.629 2.281 2.409
H -1.389 1.645 0.807
H -0.470 4.169 0.777
H 2.272 2.966 1.489
H 1.289 7.799 1.825
H 2.211 10.167 2.852
H 3.671 10.139 5.314
H 4.181 7.709 6.628
H 3.217 5.165 5.519
H 4.652 4.174 -2.247
H 5.739 5.085 -1.005
H 7.252 3.168 -1.139
H 5.971 2.134 -0.172
H 7.371 2.072 -3.724
H 7.793 1.087 -2.074
H 6.481 0.146 -4.867
H 6.912 -0.995 -3.315
H 5.252 -0.106 -3.459
H -1.316 3.543 -1.310
H 0.797 1.075 -1.929
H -0.900 0.825 -1.152
H -2.991 2.823 -2.893
H -4.113 2.633 -5.424
H -2.769 1.186 -7.527
H -0.334 -0.028 -6.941
H 1.922 0.588 -3.784
H 1.129 -1.121 -3.743
H 1.749 -0.347 -5.437
C -6.655 -4.746 -2.856
Br -8.014 -4.509 -1.485
Br -5.978 -3.042 -3.507
Br -5.219 -5.914 -2.259
H -7.139 -5.242 -3.704
C -4.367 -0.867 4.593
Br -3.104 -2.219 5.195
Br -3.463 0.722 3.926
Br -5.627 -1.581 3.295
H -4.949 -0.560 5.468
C -7.636 -5.062 3.716
Br -6.240 -6.165 4.502
Br -7.501 -4.995 1.777
Br -9.408 -5.613 4.300
H -7.482 -4.041 4.083
C -0.705 2.628 6.440
Br 0.317 2.878 8.076
Br -0.374 0.887 5.638
Br -2.604 2.947 6.717
H -0.355 3.381 5.726
C -7.055 -9.170 -0.543
Br -6.033 -8.920 1.093
Br -6.723 -10.911 -1.346
Br -8.954 -8.851 -0.267
H -6.705 -8.417 -1.257
C -0.552 -5.834 5.507
Br -0.850 -4.589 6.972
Br -1.872 -5.620 4.095
Br 1.266 -5.724 4.822
H -0.679 -6.843 5.914
C -8.471 -9.324 6.728
Br -7.407 -10.434 7.919
Br -8.521 -7.471 7.317
Br -7.886 -9.480 4.879
H -9.498 -9.702 6.771
C -3.929 6.285 -4.562
Br -3.982 7.777 -5.809
Br -5.525 6.212 -3.453
Br -3.599 4.596 -5.469
H -3.081 6.459 -3.892
C 9.547 6.130 -0.477
Br 10.569 6.380 1.159
Br 9.879 4.390 -1.279
Br 7.648 6.450 -0.200
H 9.897 6.883 -1.190
C 2.227 -8.645 8.067
Br 1.283 -9.150 6.443
Br 4.143 -8.491 7.772
Br 1.485 -7.033 8.864
H 2.079 -9.455 8.789
C 2.939 -2.108 -8.421
Br 4.617 -1.126 -8.491
Br 3.178 -3.900 -7.705
Br 1.564 -1.122 -7.462
H 2.591 -2.220 -9.454
C 4.798 -0.538 -12.271
Br 4.554 -2.462 -12.425
Br 6.581 0.011 -12.822
Br 3.413 0.446 -13.219
H 4.700 -0.287 -11.210

Computed properties:
HOMO-LUMO gap: 7.2 eV
Strongest force on any atom: 0.1883 hartree/bohr
Spin multiplicity: 1
HOMO level: -7.983 eV

---

Density functional theory data (the ωB97M-V functional and the def2-TZVPD basis) for a 2-piece molecular cluster, C2H8N5 overall at a distorted geometry.

Element x y z (Å)
C -1.030 -0.743 -0.013
C 0.433 0.912 2.879
N -2.315 -0.337 -0.043
N -3.188 0.365 -0.042
N -0.142 -0.174 0.949
N -0.512 0.399 1.966
N -0.087 -0.293 -2.537
H -0.946 -1.835 0.040
H -0.558 -0.496 -1.129
H 0.060 1.879 3.227
H 0.420 0.251 3.752
H 1.447 0.974 2.477
H -0.609 -0.912 -3.148
H 0.898 -0.529 -2.605
H -0.213 0.656 -2.874

Computed properties:
HOMO-LUMO gap: 8.4 eV
Strongest force on any atom: 0.1026 hartree/bohr
Spin multiplicity: 1
HOMO level: -13.485 eV
Net charge: +1

---

Density functional theory data (the ωB97M-V functional and the def2-TZVPD basis) for a 2-piece molecular cluster, C33H35BBr2O3S overall at a distorted geometry.

Element x y z (Å)
Br -6.232 -0.150 -0.714
C -4.636 -0.719 0.124
C -4.530 -2.022 0.614
C -3.380 -2.397 1.307
C -2.306 -1.505 1.502
C -1.140 -1.995 2.252
C 0.119 -1.329 1.978
C 1.184 -1.926 1.334
C 2.427 -1.249 0.981
C 3.560 -2.016 0.639
C 4.797 -1.439 0.378
C 4.938 -0.041 0.463
Br 6.636 0.730 0.179
C 3.813 0.748 0.728
C 2.556 0.165 0.973
C -2.362 -0.247 0.859
C -3.543 0.146 0.208
H -5.362 -2.714 0.525
H -3.348 -3.389 1.745
H -1.115 -3.093 2.277
H 0.193 -0.289 2.313
H 1.140 -2.999 1.110
H 3.448 -3.098 0.551
H 5.633 -2.069 0.110
H 3.922 1.831 0.762
H 1.665 0.782 1.126
H -1.518 0.452 0.899
H -3.645 1.144 -0.203
C 4.718 -4.200 3.604
O 3.403 -4.538 3.103
C 2.328 -3.966 3.719
C 1.071 -4.627 3.559
C -0.066 -4.122 4.086
C -0.047 -2.865 4.839
B -1.417 -1.814 4.442
C -0.670 -2.965 6.137
C -0.393 -2.139 7.219
C -0.741 -2.779 8.425
C -1.456 -3.942 8.262
C -1.860 -4.866 9.362
S -1.736 -4.261 6.573
O -1.311 -0.527 4.919
C -2.677 -0.073 5.216
C -2.640 0.532 6.601
C -2.971 0.998 4.178
C -3.582 -1.367 5.066
C -4.080 -1.906 6.384
C -4.776 -1.210 4.148
O -2.696 -2.383 4.522
C 1.227 -2.141 4.834
C 2.387 -2.703 4.383
H 5.413 -4.900 3.136
H 4.970 -3.169 3.313
H 4.750 -4.279 4.700
H 1.056 -5.543 2.958
H -1.020 -4.620 3.890
H 0.131 -1.183 7.166
H -0.439 -2.463 9.430
H -1.503 -4.492 10.339
H -2.956 -4.902 9.411
H -1.481 -5.883 9.157
H -3.654 0.782 6.941
H -2.202 -0.180 7.304
H -2.022 1.444 6.582
H -3.996 1.398 4.282
H -2.272 1.831 4.357
H -2.808 0.616 3.167
H -4.849 -1.236 6.791
H -4.467 -2.924 6.211
H -3.253 -2.016 7.097
H -5.523 -0.545 4.618
H -4.506 -0.771 3.189
H -5.266 -2.179 3.984
H 1.227 -1.118 5.205
H 3.323 -2.140 4.444

Computed properties:
HOMO-LUMO gap: 5.0 eV
Strongest force on any atom: 0.0644 hartree/bohr
Spin multiplicity: 1
HOMO level: -6.309 eV

---

Density functional theory data (the ωB97M-V functional and the def2-TZVPD basis) for an isolated molecule of C19H28N8O2.

Element x y z (Å)
C -0.223 -1.468 -4.565
C -0.813 -2.200 -3.393
C -2.012 -2.891 -3.493
N -2.583 -3.559 -2.490
C -1.954 -3.561 -1.321
C -0.751 -2.896 -1.098
C -0.142 -2.998 0.272
O -0.504 -3.868 1.045
N 0.841 -2.104 0.572
C 1.435 -2.128 1.911
C 2.259 -3.396 2.110
C 2.318 -0.909 2.167
C 1.670 0.460 1.972
N 1.995 1.030 0.630
C 0.914 1.389 -0.203
O 0.417 0.605 -0.986
C 0.406 2.811 -0.041
C 1.524 3.845 -0.271
C 1.898 4.310 1.138
C 0.562 4.244 1.857
N -0.024 3.008 1.350
C -1.458 2.901 1.563
C -1.981 1.600 1.057
N -1.749 0.405 1.635
N -2.299 -0.487 0.858
N -2.839 0.173 -0.136
C -3.502 -0.483 -1.246
N -2.670 1.477 -0.065
C -0.176 -2.215 -2.157
H 0.726 -1.914 -4.868
H -0.895 -1.493 -5.423
H -0.030 -0.424 -4.312
H -2.546 -2.908 -4.440
H -2.411 -4.108 -0.506
H 0.836 -1.239 0.047
H 0.615 -2.124 2.638
H 2.671 -3.417 3.121
H 1.648 -4.283 1.968
H 3.089 -3.418 1.399
H 2.651 -0.993 3.204
H 3.230 -0.980 1.561
H 0.591 0.385 2.099
H 2.033 1.154 2.731
H 2.505 0.315 0.119
H -0.418 2.943 -0.749
H 2.369 3.428 -0.819
H 1.126 4.679 -0.851
H 2.599 3.607 1.591
H 2.339 5.305 1.153
H 0.650 4.203 2.944
H -0.057 5.119 1.599
H -1.653 2.977 2.634
H -2.009 3.709 1.057
H -2.812 -0.562 -2.084
H -3.801 -1.473 -0.922
H -4.368 0.110 -1.527
H 0.765 -1.694 -2.037

Computed properties:
HOMO-LUMO gap: 9.7 eV
Strongest force on any atom: 0.0145 hartree/bohr
Spin multiplicity: 1
HOMO level: -9.040 eV
SMILES: Cc1cncc(C(=O)N[C@@H](C)CCNC(=O)[C@@H]2CCCN2Cc2nnn(C)n2)c1

---

Density functional theory data (the ωB97M-V functional and the def2-TZVPD basis) for an isolated molecule of C2H4O2S2 at a distorted geometry.

Element x y z (Å)
C 1.951 -0.382 0.901
C -0.588 0.475 0.015
O 4.428 -0.100 0.297
O 0.742 1.902 1.771
S 3.233 0.568 0.819
S 0.324 0.508 1.620
H 2.111 -1.454 0.883
H -1.693 0.598 0.104
H -0.572 -0.532 -0.672
H -0.206 1.247 -0.718

Computed properties:
HOMO-LUMO gap: 9.4 eV
Strongest force on any atom: 0.0712 hartree/bohr
Spin multiplicity: 1
HOMO level: -9.705 eV

---

Density functional theory data (the ωB97M-V functional and the def2-TZVPD basis) for a 2-piece molecular cluster, C4H11NO overall at a distorted geometry.

Element x y z (Å)
C -1.170 -1.825 -1.219
C -1.721 -0.844 -0.230
O -2.240 0.202 -0.550
H -1.471 -1.645 -2.247
H -0.083 -1.871 -1.094
H -1.479 -2.837 -0.932
H -1.703 -1.103 0.843
C 2.002 0.362 0.159
N 0.584 0.565 0.291
C 0.132 1.683 1.106
H 2.422 0.176 1.148
H 2.532 1.219 -0.285
H 2.206 -0.527 -0.442
H 0.000 0.461 -0.515
H 0.964 2.210 1.574
H -0.417 2.410 0.500
H -0.558 1.364 1.893

Computed properties:
HOMO-LUMO gap: 9.4 eV
Strongest force on any atom: 0.0197 hartree/bohr
Spin multiplicity: 1
HOMO level: -8.420 eV
SMILES: CC=O.CNC

---

Density functional theory data (the ωB97M-V functional and the def2-TZVPD basis) for an isolated molecule of C6H3F4NO3S at a distorted geometry.

Element x y z (Å)
C 1.918 -0.392 0.100
C 0.865 -1.253 -0.106
C 1.862 1.094 0.318
C -0.498 -0.887 0.226
C -0.092 1.830 -1.133
C -1.650 -1.706 -0.169
N 1.053 1.819 -0.664
O -0.740 0.359 0.709
O -2.020 2.297 1.567
O -1.123 2.006 -1.587
F -1.233 -2.976 -0.417
F -2.513 -1.685 0.844
F -2.340 -1.428 -1.295
F 3.141 1.576 0.195
S -2.207 1.045 0.914
H 2.885 -0.882 -0.341
H 1.011 -2.276 -0.487
H 1.679 1.459 1.326

Computed properties:
HOMO-LUMO gap (alpha / beta): 7.4 / 7.7 eV
Strongest force on any atom: 0.1157 hartree/bohr
Spin multiplicity: 1
HOMO level (alpha / beta): -8.997 / -8.898 eV

---

Density functional theory data (the ωB97M-V functional and the def2-TZVPD basis) for a 3-piece molecular cluster, C3H12N2O2 overall at a distorted geometry.

Element x y z (Å)
C -0.394 1.521 2.632
C -0.238 0.603 1.481
N 0.010 -0.783 1.779
C -0.307 1.018 0.202
N 0.217 0.496 -1.026
H 0.579 1.847 3.078
H -0.978 0.943 3.496
H -0.992 2.383 2.340
H 0.557 -0.999 0.936
H 0.706 -0.783 2.513
H -0.485 2.125 0.135
H -0.307 -0.312 -1.367
H 0.084 1.280 -1.676
O 2.350 -0.298 -3.677
H 2.729 0.173 -2.916
H 2.552 0.362 -4.361
O -1.821 -2.181 -0.429
H -2.033 -1.236 -0.468
H -2.650 -2.462 -0.023

Computed properties:
HOMO-LUMO gap: 8.4 eV
Strongest force on any atom: 0.0550 hartree/bohr
Spin multiplicity: 1
HOMO level: -7.721 eV
SMILES: C/C(N)=C/N.O.O